Here is 7 unconnected molecules or ions with the total composition C37H69BClO19PS at a distorted geometry from OMol25. Energies are from ωB97M-V with the def2-TZVPD basis set.

The geometry in XYZ format:
```
129
Properties=species:S:1:pos:R:3:forces:R:3
C 3.9438 -5.8845 0.0626 0.76 -0.15 -1.32
C 3.1319 -4.5943 -0.5433 -0.77 -0.61 -0.49
C 2.0559 -3.9153 0.5363 1.51 1.86 -0.87
Cl 1.2612 -5.1487 1.6711 0.75 1.06 -1.00
B 0.9564 -3.0990 -0.4336 0.11 -3.01 0.55
C -0.1384 -4.0285 -1.2256 -1.55 -0.18 0.25
C -1.6767 -3.3843 -1.2616 -0.66 -0.56 -2.07
C -1.8412 -2.2278 -2.4579 0.48 -1.12 -0.58
O -2.1380 -2.9298 0.0574 -1.29 -0.53 -1.37
C -3.6014 -2.8264 0.1444 -1.57 -0.79 0.77
C -4.3659 -4.3046 0.2852 -1.05 -2.63 -0.13
C -5.8482 -4.4884 -0.4624 2.05 -4.02 2.36
C -6.5844 -5.9687 -0.3734 3.16 0.86 1.40
C -5.8972 -7.2404 0.4291 2.07 4.18 -0.32
C -4.4354 -6.9927 1.1563 -1.07 2.46 -1.59
C -3.6236 -5.5365 1.1104 -4.79 -0.63 -2.41
P 1.1487 -1.1986 -0.5255 0.67 1.62 -0.64
S -0.2929 -0.1750 0.2843 -0.27 -0.02 0.29
H 4.7078 -6.2169 -0.7927 -1.60 0.72 1.83
H 4.6091 -5.6322 0.9970 -1.65 -0.49 -1.70
H 3.2347 -6.8166 0.2160 1.43 2.19 0.00
H 2.4849 -4.9739 -1.4706 1.44 0.63 1.96
H 3.8544 -3.7652 -1.0027 -1.49 -1.70 1.35
H 2.6843 -3.1083 1.1535 -1.44 -2.14 -0.79
H 0.1739 -4.2335 -2.3416 -0.60 0.61 2.03
H -0.2670 -5.1050 -0.7256 0.54 2.39 -0.94
H -2.3584 -4.2883 -1.6421 1.26 1.88 1.04
H -2.8971 -1.7246 -2.4678 2.18 -0.83 0.23
H -0.9688 -1.4492 -2.4680 -1.88 -1.29 0.26
H -1.7521 -2.8279 -3.4848 -0.22 1.25 2.16
H -4.1198 -2.2859 -0.7547 1.27 -0.97 1.50
H -3.9146 -2.2166 1.1220 1.19 -1.29 -2.13
H -6.3630 -3.6132 -1.0530 1.24 -1.93 1.37
H -7.6213 -6.0779 -0.9480 2.52 0.10 1.50
H -6.4400 -8.2904 0.4502 1.37 2.50 0.00
H -3.8885 -7.8928 1.7186 -1.48 2.18 -1.39
H -2.5828 -5.3855 1.6247 -2.30 -0.32 -1.18
H 1.3049 -0.8149 -1.9356 0.30 -0.53 0.96
H 2.4101 -0.7907 0.1036 -0.63 -0.70 -0.81
C 2.6645 3.3391 -2.2680 0.12 0.22 -0.21
C 3.3393 1.9963 -2.0451 -0.31 0.47 0.56
O 3.8684 1.4790 -3.2717 1.08 0.06 -0.48
C 5.0335 2.0344 -3.6896 0.02 0.58 0.34
O 5.6574 2.9132 -3.1131 -0.82 -1.37 -0.82
O 5.3734 1.4651 -4.8719 -0.33 0.24 0.96
C 6.5368 2.0322 -5.4708 0.48 0.14 -0.32
H 1.9130 3.2653 -3.0605 -0.01 -0.11 0.18
H 2.1819 3.6869 -1.3509 0.05 -0.09 -0.08
H 3.3860 4.0983 -2.5852 -0.02 -0.15 0.17
H 2.5973 1.2733 -1.6901 0.20 -0.04 -0.31
H 4.1211 2.0578 -1.2787 -0.01 0.05 -0.28
H 7.3822 2.0358 -4.7751 -0.24 0.14 -0.05
H 6.3185 3.0462 -5.8189 0.13 -0.09 0.19
H 6.8068 1.4195 -6.3355 -0.30 -0.04 0.22
C 7.4479 2.0908 1.6274 0.08 -0.23 0.27
C 6.1377 2.8538 1.7235 0.70 0.36 -0.33
O 5.0892 2.0113 2.2164 -0.38 -0.28 1.08
C 5.0963 1.7858 3.5542 0.67 0.12 0.24
O 5.9006 2.2400 4.3545 -1.28 -0.62 -1.15
O 4.0722 0.9475 3.8473 0.65 0.73 -0.40
C 4.0260 0.5516 5.2165 -0.13 -0.19 0.57
H 7.3194 1.1782 1.0367 -0.02 0.20 -0.08
H 8.2225 2.7082 1.1650 -0.13 -0.04 0.01
H 7.8006 1.7813 2.6161 -0.06 0.17 -0.10
H 5.8366 3.1825 0.7232 -0.25 -0.18 0.24
H 6.2372 3.7540 2.3417 -0.07 -0.28 0.04
H 4.0305 1.4200 5.8833 0.17 -0.16 -0.18
H 4.8671 -0.1116 5.4399 -0.05 0.23 0.05
H 3.0963 -0.0010 5.3792 0.14 0.14 -0.34
C -7.2689 -5.0055 3.8643 0.04 0.31 0.06
C -8.5583 -5.5660 3.2887 0.72 -0.22 -0.24
O -9.6996 -4.9144 3.8588 -0.64 0.98 -0.36
C -9.9769 -3.6798 3.3693 0.57 0.11 -0.24
O -9.3515 -3.0967 2.4959 -0.99 -0.82 1.19
O -11.0522 -3.1925 4.0352 0.74 -0.55 -0.49
C -11.3908 -1.8533 3.6806 -0.23 0.53 -0.12
H -7.2845 -5.0496 4.9579 -0.02 -0.16 -0.11
H -6.4052 -5.5663 3.4975 -0.10 0.02 -0.02
H -7.1362 -3.9541 3.5913 -0.04 -0.19 -0.10
H -8.6378 -6.6274 3.5462 -0.29 0.26 0.09
H -8.5771 -5.4979 2.1944 -0.04 0.19 0.23
H -11.5131 -1.7461 2.5979 0.19 -0.02 0.22
H -10.6256 -1.1658 4.0531 -0.06 -0.07 -0.22
H -12.3422 -1.6052 4.1595 0.21 -0.31 0.03
C 2.6792 8.8130 0.0284 -0.17 -0.28 -0.11
C 3.6272 8.7209 1.2120 0.13 0.40 -0.56
O 3.1254 7.8138 2.2007 0.21 -1.10 0.10
C 3.2865 6.4953 1.9245 0.02 -0.06 -0.47
O 3.8205 6.0307 0.9281 -0.66 0.60 1.42
O 2.7290 5.7807 2.9323 0.50 0.78 -0.70
C 2.7455 4.3712 2.7165 0.05 -0.59 0.01
H 1.6677 9.0631 0.3640 0.17 0.12 0.02
H 3.0175 9.5735 -0.6803 -0.02 -0.04 0.11
H 2.6104 7.8575 -0.5006 0.15 0.14 0.07
H 3.7030 9.7024 1.6917 -0.11 -0.34 0.21
H 4.6390 8.4361 0.8998 -0.26 -0.16 0.07
H 3.7552 4.0142 2.4890 -0.32 0.19 -0.10
H 2.0528 4.1107 1.9106 0.23 -0.01 0.03
H 2.4079 3.8828 3.6349 0.01 0.36 -0.08
C -13.7564 4.2255 4.9601 0.13 0.22 -0.23
C -13.0816 2.8827 5.1831 -0.30 0.39 0.54
O -12.5525 2.3655 3.9565 1.02 0.08 -0.43
C -11.3874 2.9208 3.5385 0.10 0.58 0.29
O -10.7635 3.7996 4.1151 -0.86 -1.35 -0.83
O -11.0475 2.3515 2.3563 -0.37 0.25 0.99
C -9.8841 2.9186 1.7574 0.51 0.15 -0.30
H -14.5079 4.1517 4.1676 0.00 -0.10 0.19
H -14.2390 4.5733 5.8773 0.03 -0.09 -0.08
H -13.0349 4.9847 4.6429 -0.03 -0.15 0.16
H -13.8236 2.1598 5.5381 0.23 -0.07 -0.33
H -12.2998 2.9442 5.9494 -0.01 0.05 -0.31
H -9.0387 2.9222 2.4531 -0.26 0.12 -0.06
H -10.1024 3.9326 1.4092 0.12 -0.09 0.19
H -9.6141 2.3059 0.8926 -0.31 -0.04 0.24
C 12.8613 0.5536 -8.9803 0.08 -0.24 0.24
C 11.5511 1.3166 -8.8842 0.63 0.32 -0.23
O 10.5026 0.4741 -8.3914 -0.38 -0.17 1.10
C 10.5096 0.2486 -7.0536 0.65 0.17 0.16
O 11.3140 0.7028 -6.2533 -1.26 -0.62 -1.12
O 9.4856 -0.5897 -6.7604 0.63 0.72 -0.36
C 9.4393 -0.9856 -5.3912 -0.11 -0.18 0.54
H 12.7328 -0.3590 -9.5710 -0.02 0.20 -0.07
H 13.6359 1.1710 -9.4427 -0.12 -0.04 0.01
H 13.2140 0.2441 -7.9917 -0.07 0.18 -0.11
H 11.2499 1.6453 -9.8845 -0.25 -0.23 0.24
H 11.6506 2.2168 -8.2660 -0.06 -0.30 0.06
H 9.4439 -0.1172 -4.7244 0.17 -0.16 -0.17
H 10.2804 -1.6488 -5.1678 -0.05 0.23 0.05
H 8.5097 -1.5382 -5.2285 0.14 0.14 -0.33
```
Positions in Å, forces in eV/Å.

## Properties
Energy ... -111702.501 eV
LUMO ... -0.89 eV
Max |F| ... 0.105 hartree/bohr